No. 1
# C2H4OS

C2H4OS in the gas phase (ωB97M-V/def2-TZVPD, OMol25).

ORCA input file:
```
! RIJCOSX wB97M-V def2-TZVPD def2/J DEFGRID3
* xyz 0 1
C -1.132 -0.194 0.416
C 0.137 0.043 -0.327
O -1.990 -1.114 -0.160
S -2.689 0.467 -0.022
H -1.033 -0.371 1.379
H -0.011 0.392 -1.287
H 0.749 -0.843 -0.378
H 0.524 0.775 0.339
*
```

Computed properties:
Energy relative to the best compared isomer or geometry (same formula, charge and spin) in eV: 2.125
Max |F| in Eh/bohr: 0.093
SMILES: C[C@@H]1OS1

***

No. 2
# C2H4OS

C2H4OS in the gas phase (ωB97M-V/def2-TZVPD, OMol25).

ORCA input file:
```
! RIJCOSX wB97M-V def2-TZVPD def2/J DEFGRID3
* xyz 0 1
C -0.984 0.752 0.170
C 0.352 0.098 -0.010
O -2.608 2.632 -1.034
S -1.276 2.004 -1.047
H -1.666 0.162 0.821
H 0.624 -0.129 -1.037
H 1.212 0.659 0.283
H 0.522 -0.743 0.715
*
```

Computed properties:
Energy relative to the best compared isomer or geometry (same formula, charge and spin) in eV: 2.164
Max |F| in Eh/bohr: 0.086

***

No. 3
# C2H4OS

C2H4OS in the gas phase (ωB97M-V/def2-TZVPD, OMol25).

ORCA input file:
```
! RIJCOSX wB97M-V def2-TZVPD def2/J DEFGRID3
* xyz 0 1
C -0.632 -0.397 -1.080
C -0.111 0.035 0.023
O 2.275 0.534 1.485
S 1.503 -0.655 0.594
H -1.602 -0.302 -1.444
H 0.088 -1.024 -1.631
H -0.687 0.630 0.850
H 2.991 0.935 0.868
*
```

Computed properties:
Energy relative to the best compared isomer or geometry (same formula, charge and spin) in eV: 1.863
Max |F| in Eh/bohr: 0.092
SMILES: C=CSO

***

No. 4
# C2H4OS

C2H4OS in the gas phase (ωB97M-V/def2-TZVPD, OMol25).

ORCA input file:
```
! RIJCOSX wB97M-V def2-TZVPD def2/J DEFGRID3
* xyz 0 1
C 0.708 0.658 1.203
C -0.089 -0.239 0.284
O 0.330 -0.320 -0.955
S -0.620 -1.263 -1.951
H 0.388 0.951 2.239
H 1.437 1.389 0.699
H -0.789 -0.894 0.856
H -1.364 -0.283 -2.374
*
```

Computed properties:
Energy relative to the best compared isomer or geometry (same formula, charge and spin) in eV: 2.985
Max |F| in Eh/bohr: 0.186
SMILES: C=COS

***

No. 5
# C2H4OS2

2 unconnected molecules or ions with the total composition C2H4OS2 (ωB97M-V/def2-TZVPD, OMol25).

ORCA input file:
```
! RIJCOSX wB97M-V def2-TZVPD def2/J DEFGRID3
* xyz 0 1
C 0.686 -0.704 0.020
C -0.052 0.589 0.020
O -0.091 -1.773 0.023
S 4.934 0.432 0.009
S 2.326 -0.855 -0.019
H 0.471 1.341 0.604
H -1.059 0.431 0.401
H -0.120 0.953 -1.006
H 0.432 -2.591 -0.004
*
```

Computed properties:
Energy relative to the best compared isomer or geometry (same formula, charge and spin) in eV: 2.744
Max |F| in Eh/bohr: 0.022

***

No. 6
# C2H4OS2

2 unconnected molecules or ions with the total composition C2H4OS2 (ωB97M-V/def2-TZVPD, OMol25).

ORCA input file:
```
! RIJCOSX wB97M-V def2-TZVPD def2/J DEFGRID3
* xyz 0 1
C 3.130 0.882 -0.236
C -0.550 -1.217 0.555
O 2.132 1.025 -0.765
S -1.710 1.639 -0.677
S -1.125 0.524 0.937
H -0.502 1.737 -1.254
H -1.320 -1.814 0.005
H -0.400 -1.563 1.549
H 0.345 -1.213 -0.114
*
```

Computed properties:
Energy relative to the best compared isomer or geometry (same formula, charge and spin) in eV: 0.333
Max |F| in Eh/bohr: 0.057

***

No. 7
# C2H4OS2

C2H4OS2 in the gas phase (ωB97M-V/def2-TZVPD, OMol25).

ORCA input file:
```
! RIJCOSX wB97M-V def2-TZVPD def2/J DEFGRID3
* xyz 0 1
C -0.238 -0.234 0.051
C 0.815 -0.889 -0.630
O 2.001 1.388 0.033
S 0.598 1.729 -0.103
S 2.311 -1.078 0.055
H -1.152 -0.233 -0.379
H -0.329 -0.501 1.108
H 0.916 -0.862 -1.752
H 0.068 1.922 1.166
*
```

Computed properties:
Energy relative to the best compared isomer or geometry (same formula, charge and spin) in eV: 2.770
Max |F| in Eh/bohr: 0.064

***

No. 8
# C2H4OS2

2 unconnected molecules or ions with the total composition C2H4OS2 (ωB97M-V/def2-TZVPD, OMol25).

ORCA input file:
```
! RIJCOSX wB97M-V def2-TZVPD def2/J DEFGRID3
* xyz 0 1
C -2.223 0.587 0.274
C 1.700 -0.361 -0.544
O 2.239 -1.171 0.340
S -2.673 -0.754 -0.461
S 1.318 1.221 -0.409
H -1.228 0.892 0.258
H -2.990 1.194 0.784
H 1.277 -0.934 -1.433
H 2.581 -0.673 1.192
*
```

Computed properties:
Energy relative to the best compared isomer or geometry (same formula, charge and spin) in eV: 1.573
Max |F| in Eh/bohr: 0.056
SMILES: OC=S.C=S

***

No. 9
# C2H4OS2

C2H4OS2 in the gas phase (ωB97M-V/def2-TZVPD, OMol25).

ORCA input file:
```
! RIJCOSX wB97M-V def2-TZVPD def2/J DEFGRID3
* xyz 0 1
C -1.095 -0.223 -1.083
C -0.580 0.250 0.061
O 2.001 -0.156 -0.531
S 1.320 -1.279 2.080
S 1.139 -0.025 0.635
H -2.119 0.048 -1.213
H -0.722 -0.704 -2.036
H -1.343 0.937 0.754
H 1.400 1.153 1.334
*
```

Computed properties:
Energy relative to the best compared isomer or geometry (same formula, charge and spin) in eV: 2.900
Max |F| in Eh/bohr: 0.071
SMILES: C=C[S@H](=O)=S

***

No. 10
# C2H4OS2

A molecular structure, C2H4OS2 (ωB97M-V/def2-TZVPD, OMol25).

ORCA input file:
```
! RIJCOSX wB97M-V def2-TZVPD def2/J DEFGRID3
* xyz 0 1
C 0.570 -0.508 0.062
C -0.555 0.427 -0.060
H 2.179 1.626 -0.112
H 0.168 -1.540 -0.532
H 0.675 -0.501 1.316
H -2.326 -1.425 0.323
O -0.579 1.657 -0.084
S 2.133 0.178 -0.457
S -2.265 0.086 -0.456
*
```

Computed properties:
Energy relative to the best compared isomer or geometry (same formula, charge and spin) in eV: 2.854
Max |F| in Eh/bohr: 0.111

***

No. 11
# C2H4OS2

2 unconnected molecules or ions with the total composition C2H4OS2 (ωB97M-V/def2-TZVPD, OMol25).

ORCA input file:
```
! RIJCOSX wB97M-V def2-TZVPD def2/J DEFGRID3
* xyz 0 1
C -1.271 -0.068 -0.901
C -0.552 -0.203 0.179
O 1.324 1.620 -0.164
S 2.334 -1.116 -0.046
S 1.136 0.310 0.406
H -2.261 -0.468 -1.028
H -0.860 0.500 -1.728
H -0.961 -1.064 1.480
H 1.111 0.489 1.803
*
```

Computed properties:
Energy relative to the best compared isomer or geometry (same formula, charge and spin) in eV: 4.231
Max |F| in Eh/bohr: 0.106

***

No. 12
# C2H4OS2

2 unconnected molecules or ions with the total composition C2H4OS2 (ωB97M-V/def2-TZVPD, OMol25).

ORCA input file:
```
! RIJCOSX wB97M-V def2-TZVPD def2/J DEFGRID3
* xyz 0 1
C -3.529 -0.146 -0.332
C -2.480 -0.036 0.218
O 1.001 0.530 -1.215
S 3.713 -0.291 0.231
S 1.504 0.243 0.140
H -4.485 -0.507 -0.723
H 3.604 -1.548 0.547
H -1.523 0.424 0.528
H 2.195 1.332 0.605
*
```

Computed properties:
Energy relative to the best compared isomer or geometry (same formula, charge and spin) in eV: 3.761
Max |F| in Eh/bohr: 0.056